# 1
Molecular formula: C24H25F2OSi
Method: DFT, ωB97M-V/def2-TZVPD

```
53
Properties=species:S:1:pos:R:3:forces:R:3:nbo_charge:R:1
F -1.83006 1.00092 -5.51263 -0.2 -0.2 1.2 -0.321
C -1.93862 0.93180 -4.14532 0.0 0.2 -0.7 0.403
C -3.19389 0.77169 -3.56699 0.3 -0.1 0.8 -0.283
C -3.28240 0.77917 -2.14915 0.5 0.2 -1.0 -0.159
C -2.12746 0.97601 -1.39149 -0.6 -0.1 -0.2 -0.246
C -0.88630 1.06951 -2.01514 0.6 0.5 -0.1 -0.017
C 0.34334 1.17202 -1.12379 0.4 0.8 -0.8 -0.429
C 1.69511 1.29739 -1.79005 0.3 0.4 0.6 -0.189
C 2.75561 1.87632 -1.17244 -1.6 -0.6 -0.7 -0.170
C 3.96459 2.25259 -1.87497 1.3 0.0 -0.6 -0.061
C 4.02801 2.27681 -3.29119 0.4 0.1 0.4 -0.271
C 5.24292 2.59403 -3.89445 0.1 0.1 -0.4 0.414
F 5.31539 2.63893 -5.26565 -0.2 -0.1 1.2 -0.325
C 6.39824 2.90077 -3.17011 -0.5 -0.2 0.4 -0.268
C 6.30817 2.89117 -1.76814 0.0 0.1 -0.4 -0.180
C 5.10730 2.59580 -1.12849 -0.2 -0.2 -0.4 -0.211
C -0.76728 1.06891 -3.40824 -0.7 -0.1 0.6 -0.240
H -4.07466 0.65277 -4.19478 0.2 0.0 0.1 0.246
H -4.24894 0.65252 -1.67060 0.1 0.1 -0.1 0.223
H -2.20777 1.11243 -0.30584 0.1 -0.1 -0.5 0.191
H 0.21528 1.89528 -0.31932 0.0 0.3 -0.2 0.226
H 1.77223 0.81963 -2.78138 0.2 0.6 0.5 0.210
H 2.70327 2.10734 -0.09717 -0.1 0.2 -0.5 0.200
H 3.14811 2.05978 -3.90086 0.4 0.2 0.1 0.230
H 7.33319 3.12598 -3.68257 -0.3 0.0 0.1 0.244
H 7.18483 3.13184 -1.17292 -0.1 0.0 -0.1 0.226
H 5.03504 2.59635 -0.04021 0.1 0.0 -0.3 0.211
H 0.19351 1.20859 -3.88521 -0.3 0.0 -0.2 0.227
C -5.43910 -3.31309 4.90473 0.0 0.3 -0.2 -0.262
O -5.24100 -2.29220 3.90770 1.0 0.1 -0.3 -0.474
C -3.98844 -2.07324 3.42186 0.0 -0.2 0.2 0.352
C -3.87415 -1.06550 2.41742 -0.2 -0.6 0.6 -0.243
C -2.63914 -0.80639 1.85580 0.0 -0.3 0.4 -0.148
C -1.51356 -1.54757 2.29130 0.1 0.6 -0.6 -0.675
Si 0.19238 -1.31334 1.68329 0.0 -0.8 0.8 1.994
H 0.38510 0.23368 -0.65786 -0.1 -2.2 1.3 0.172
C 1.31320 -0.38026 2.82263 -0.1 0.5 -1.0 -1.193
C 0.91724 -2.76403 0.79190 0.2 0.8 -0.5 -1.198
C -1.60850 -2.53315 3.29737 -0.2 0.5 -0.5 -0.188
C -2.84452 -2.79589 3.87030 -0.6 0.1 0.0 -0.245
H -6.51512 -3.28240 5.08071 0.2 -0.2 0.1 0.222
H -5.14001 -4.29989 4.52814 -0.1 0.2 0.0 0.189
H -4.89313 -3.07365 5.82634 -0.1 0.0 -0.2 0.189
H -4.78160 -0.52798 2.11375 0.5 -0.3 0.2 0.249
H -2.54480 -0.03331 1.08305 -0.1 -0.5 0.5 0.221
H 0.82420 0.54047 3.20272 0.4 -0.7 0.0 0.288
H 1.38879 -1.16374 3.61080 0.2 0.5 -0.1 0.285
H 2.29882 -0.16343 2.35930 -0.5 -0.2 0.6 0.280
H 0.28007 -3.12319 -0.04232 0.4 0.1 0.6 0.293
H 1.95086 -2.55994 0.44421 -0.6 -0.4 0.3 0.280
H 0.91266 -3.48472 1.63796 0.1 0.0 -0.5 0.283
H -0.70629 -3.07267 3.61521 -0.5 0.1 0.0 0.216
H -2.92076 -3.56091 4.65277 -0.1 0.4 -0.4 0.235
```
Forces are in eV/Å.

The total charge is +1. The electronic energy comes out at -40645.289 eV. The value obtained for the relative energy (zero: lowest compared OMol25 entry of this formula, charge and spin) is 58.3 kJ/mol. The calculation puts the frontier orbital gap at 5.59 eV.

---

# 2
Molecular formula: C44H65ClLaN4O5S2
Method: DFT, ωB97M-V/def2-TZVPD

```
122
Properties=species:S:1:pos:R:3:forces:R:3:lowdin_charge:R:1
La -14.30927 -4.11422 16.44760 1.2 0.2 -0.5 1.805
C -11.91246 -4.59723 19.27986 0.5 0.5 -0.7 -0.067
N -11.49775 -4.59414 17.83512 -1.1 -0.3 0.1 -0.268
C -10.35126 -3.71292 17.63427 -0.1 0.1 0.0 -0.090
C -11.18291 -5.92286 17.26691 0.9 0.9 1.2 -0.221
C -12.25109 -6.94901 17.28050 -1.8 -1.9 0.0 -0.191
N -13.19816 -6.81055 16.14792 0.1 -0.3 -0.1 -0.182
C -12.39313 -7.06612 14.88861 -2.3 0.3 0.6 -0.119
C -12.94916 -6.34093 13.68936 0.0 -0.7 0.1 -0.159
C -13.61070 -7.03635 12.66749 -0.2 0.7 -1.1 -0.004
C -13.91860 -6.35546 11.47327 0.6 0.9 0.4 -0.190
C -13.24604 -5.11319 11.25453 -0.1 -1.2 1.3 0.009
C -12.48517 -4.47433 12.25322 -0.9 -0.6 -0.5 -0.092
C -12.72554 -4.94541 13.60163 0.5 0.7 -0.7 -0.336
O -12.68694 -4.15431 14.65601 0.7 -0.7 -0.4 -0.294
C -11.48725 -3.38617 11.86609 0.0 1.0 0.1 -0.529
C -10.07869 -3.69428 12.49861 -1.5 -0.8 0.4 -0.033
C -11.31262 -3.23356 10.34667 0.2 -1.0 -0.8 -0.097
C -12.02330 -1.99577 12.31318 -0.2 -0.4 0.2 -0.049
C -14.91895 -6.82464 10.41622 0.5 0.7 0.8 -0.592
C -15.38665 -8.24041 10.67494 -0.8 -0.5 1.6 -0.084
C -16.11412 -5.83047 10.44280 -1.0 -0.1 -0.1 -0.043
C -14.25974 -6.79261 9.06193 1.5 -1.0 0.3 -0.072
C -14.30979 -7.81719 16.20080 -0.1 0.9 -0.1 -0.144
C -15.36754 -7.67636 17.29777 0.0 -1.1 0.8 -0.129
C -16.40301 -8.66965 17.32122 -0.3 0.4 -1.0 -0.007
C -17.61539 -8.47078 17.99457 0.1 0.4 0.2 -0.175
C -17.56213 -7.45017 18.95148 -1.2 0.0 0.4 -0.018
C -16.45127 -6.65794 19.21765 0.6 -0.6 0.6 -0.076
C -15.37899 -6.62644 18.24813 -1.8 -0.2 0.0 -0.319
O -14.60988 -5.55507 18.15754 -0.1 -0.4 1.0 -0.411
C -16.40100 -5.97345 20.61816 0.5 2.0 -0.1 -0.505
C -16.86889 -4.49109 20.49452 -1.0 0.3 -0.1 -0.057
C -14.97610 -5.88899 21.26611 -0.7 -0.3 0.1 -0.042
C -17.30737 -6.68742 21.62025 -1.5 -0.3 -0.2 -0.088
C -18.95600 -9.20676 17.61722 0.6 0.9 -0.7 -0.542
C -18.73070 -10.70105 17.50205 1.4 -1.7 0.3 -0.086
C -20.12525 -8.95380 18.57148 0.5 0.4 1.3 -0.083
C -19.32946 -8.65187 16.18782 0.1 0.5 0.7 -0.045
H -11.19752 -5.23149 19.85493 -0.5 0.3 0.0 0.098
H -12.96770 -4.90367 19.39444 0.9 -0.3 -0.2 0.033
H -11.86433 -3.54715 19.64721 0.2 -0.7 -0.2 0.076
H -9.53446 -4.06110 18.26258 0.5 0.0 0.2 0.080
H -10.59939 -2.69985 17.95236 0.1 -0.2 -0.1 0.062
H -9.97250 -3.67997 16.59656 -0.6 -0.2 0.3 0.097
H -10.30894 -6.39587 17.76602 0.0 0.4 0.1 0.130
H -10.87063 -5.69885 16.26160 0.2 0.0 -0.3 0.088
H -12.85424 -6.98321 18.21709 0.7 0.2 -0.5 0.124
H -11.82016 -7.98293 17.16699 0.2 0.7 0.3 0.136
H -12.41217 -8.13853 14.69881 0.1 -0.3 -0.1 0.116
H -11.39279 -6.77862 15.12955 0.5 0.1 -0.5 0.092
H -13.92277 -8.08930 12.71887 0.4 0.5 0.6 0.104
H -13.35204 -4.65874 10.28791 0.2 0.1 -0.2 0.080
H -9.66250 -4.69776 12.27065 -0.8 0.3 0.1 0.089
H -10.18270 -3.56959 13.58680 0.3 -0.1 -0.3 0.076
H -9.36121 -3.03629 12.09088 0.8 1.2 -0.2 0.049
H -10.88819 -4.23030 9.96412 -0.6 1.6 0.0 0.111
H -10.67918 -2.35626 10.06086 0.1 -0.9 0.6 0.085
H -12.27066 -2.96307 9.84466 0.5 -0.7 0.3 0.075
H -12.30043 -2.02727 13.37901 -0.1 0.2 -0.5 0.075
H -12.87968 -1.70227 11.65551 0.4 -0.4 0.8 0.094
H -11.26109 -1.24153 12.15712 0.3 0.3 0.1 0.067
H -15.99849 -8.26382 11.61805 0.3 0.0 -0.8 0.101
H -14.57342 -8.95307 10.87553 0.1 0.3 -0.3 0.081
H -15.98742 -8.65344 9.86044 -0.1 0.2 0.0 0.075
H -16.45347 -5.62282 11.47185 0.3 -0.2 -0.2 0.079
H -16.98875 -6.30690 9.94406 0.4 0.3 0.0 0.079
H -15.95608 -4.82886 9.96426 0.3 -1.0 0.3 0.090
H -13.24581 -7.33067 9.12465 -1.4 0.9 -0.3 0.121
H -14.14102 -5.75825 8.76951 0.2 0.0 -0.6 0.064
H -14.90355 -7.36220 8.41384 -0.1 0.1 -0.9 0.065
H -13.90138 -8.84492 16.14900 0.0 0.2 0.2 0.125
H -14.89209 -7.65226 15.28978 0.3 -0.1 -0.3 0.095
H -16.38118 -9.52783 16.61392 0.4 0.7 0.3 0.122
H -18.49952 -7.24228 19.52522 1.1 -0.4 -0.4 0.095
H -16.10432 -3.84510 20.00369 -0.5 -0.4 0.4 0.083
H -17.17832 -4.08709 21.49005 0.7 -0.1 -0.5 0.081
H -17.81474 -4.40472 19.90976 0.7 -0.2 0.0 0.073
H -14.25479 -5.29921 20.68565 -0.2 -0.7 0.0 0.052
H -14.67980 -6.89967 21.55024 0.6 -0.1 -0.6 0.082
H -15.03714 -5.40242 22.24619 -0.4 0.3 -0.1 0.075
H -18.37412 -6.67016 21.25649 1.0 0.1 0.6 0.081
H -17.32652 -6.30177 22.65743 0.4 0.3 -0.6 0.085
H -17.04339 -7.73756 21.69433 0.1 -0.3 -0.1 0.081
H -17.86580 -11.01885 18.14489 -0.8 0.3 -0.2 0.091
H -18.36553 -10.95277 16.48917 -0.4 -0.1 0.3 0.076
H -19.57269 -11.39276 17.78620 0.5 1.0 -0.5 0.088
H -19.90858 -9.32323 19.61471 -0.1 0.1 -1.0 0.098
H -21.02431 -9.48144 18.21584 0.2 0.4 0.0 0.080
H -20.29132 -7.86442 18.71241 -0.3 -0.6 -0.4 0.077
H -18.42753 -8.61310 15.54839 -0.5 -0.1 0.3 0.083
H -19.74156 -7.61952 16.25325 0.4 -0.6 0.0 0.091
H -20.09128 -9.28251 15.73947 -0.1 -0.2 -0.2 0.067
O -11.23393 -0.46388 17.70350 -1.5 0.4 -0.3 0.020
C -12.03981 0.63443 17.50822 1.8 1.3 0.1 -0.239
C -11.39624 1.89299 17.68292 -2.4 1.0 -0.2 -0.003
C -12.22193 3.06900 17.59616 1.3 -1.0 -0.7 -0.098
C -13.49519 2.98513 17.04379 -0.1 -0.2 1.1 -0.108
C -14.09469 1.72474 16.91075 0.0 1.5 -0.7 -0.045
C -13.39927 0.56446 17.13530 0.6 -1.7 0.9 -0.071
C -14.10038 -0.79235 17.13910 0.0 0.2 -1.3 -0.440
O -13.45734 -1.89290 16.96901 1.1 0.1 0.7 -0.255
N -15.37659 -0.70845 17.15561 -1.0 2.7 1.2 -0.079
N -16.18351 -1.77342 17.21743 -2.6 -2.1 0.3 -0.117
C -17.40757 -1.43429 17.62688 2.5 -0.1 -1.3 -0.942
S -18.87519 -2.35233 17.45128 -0.6 0.5 0.7 0.876
C -20.04864 -1.06698 18.32361 0.8 -1.9 0.0 -0.420
C -19.35861 0.25011 18.51400 0.9 0.3 -0.5 -0.525
S -17.59125 0.21664 18.08998 0.3 1.0 0.2 0.931
H -11.86491 -1.19602 17.51811 0.4 -0.4 -0.1 0.054
H -10.32887 2.02994 17.80546 -0.1 -0.5 0.4 0.099
H -11.81971 4.05832 17.86544 0.0 -0.6 -0.3 0.094
H -14.03756 3.91416 16.85362 -0.1 -0.4 0.1 0.094
H -15.11336 1.70456 16.56455 -0.2 -0.4 0.0 0.096
H -20.33038 -1.53821 19.27853 0.0 0.2 -0.5 0.070
H -20.89639 -1.00648 17.64637 -0.1 0.0 0.2 0.060
H -19.34425 0.65510 19.51088 -0.5 -0.2 0.6 0.056
H -19.78874 0.99694 17.87158 -0.3 0.3 -0.3 0.056
O -11.56757 -1.45685 21.14540 -0.8 -0.6 0.4 -0.051
H -10.80757 -0.89159 21.06020 0.3 0.4 0.1 0.024
H -11.92090 -1.36830 22.04654 0.4 0.1 -0.5 0.043
Cl -16.29224 -5.04606 14.97125 -0.6 -0.2 -0.4 -0.225
```
Forces are in eV/Å.

The total charge is -1. The electronic energy comes out at -97938.313 eV. The value obtained for the relative energy (zero: lowest compared OMol25 entry of this formula, charge and spin) is 141.3 kJ/mol. The calculation puts the frontier orbital gap at 6.34 eV.

---

# 3
Molecular formula: C31H44AsCuN2O2S4Sb
Method: DFT, ωB97M-V/def2-TZVPD

```
86
Properties=species:S:1:pos:R:3:forces:R:3:lowdin_charge:R:1
Cu 1.47275 0.76419 0.32284 -0.3 0.0 -0.3 -0.065
O 1.19218 0.97961 2.45948 0.1 0.2 0.2 -0.206
N 2.26390 1.42931 3.06688 0.0 0.0 0.0 -0.204
C 2.11232 1.91790 4.32231 -0.1 0.0 0.0 -0.034
C 3.15132 2.44221 5.04216 0.1 0.0 0.0 -0.091
C 4.42298 2.44907 4.46550 0.1 0.0 -0.1 -0.104
C 4.58133 1.92776 3.20371 -0.1 0.0 0.1 -0.110
C 3.50092 1.40367 2.45867 0.0 0.1 0.0 -0.633
S 3.69380 0.77128 0.88010 0.5 -0.1 0.4 0.728
H 1.09962 1.85543 4.69277 0.0 0.0 -0.1 0.130
H 2.96749 2.84168 6.02981 0.0 0.0 0.0 0.095
H 5.27270 2.86063 4.99790 0.0 0.0 0.0 0.097
H 5.54912 1.90159 2.72289 0.0 0.0 0.0 0.093
C 1.34185 2.33179 -3.82669 0.0 0.1 0.0 -0.357
As 0.42493 0.65028 -3.36836 0.1 0.0 -0.3 1.082
C 1.56637 -0.49975 -4.50282 0.0 -0.1 0.0 -0.331
C -0.98286 0.80270 -4.74923 -0.1 0.1 0.0 -0.354
H 1.53982 2.40548 -4.89952 0.0 0.0 0.0 0.014
H 2.28428 2.37915 -3.27933 0.0 0.0 0.0 0.004
H 0.73251 3.18060 -3.51055 0.0 0.0 0.0 0.011
H 1.39803 -0.27867 -5.56015 0.0 0.0 0.1 0.013
H 1.32528 -1.54685 -4.31061 0.0 0.0 0.0 0.013
H 2.62050 -0.34606 -4.27720 0.0 0.0 0.1 0.009
H -0.55906 1.10233 -5.71114 0.0 0.0 0.1 0.011
H -1.73768 1.53307 -4.44883 0.0 0.0 0.0 0.001
H -1.46990 -0.16756 -4.86583 0.0 0.0 0.0 0.008
N 2.18413 3.59174 -0.16037 -0.1 0.5 -0.2 0.101
C 1.55758 2.59561 -0.24071 0.1 -0.5 0.2 -0.137
H 3.04136 3.92844 0.23428 0.1 0.0 0.0 0.072
C -4.10064 0.31916 -1.86387 0.0 0.1 0.1 -0.172
C -3.85922 1.33067 -0.73778 0.1 0.0 -0.2 -0.585
C -3.88340 2.74957 -1.30858 0.0 -0.1 0.0 -0.172
Sb -1.91150 0.87188 0.21601 -0.7 0.2 0.4 1.554
C -2.78438 -0.63331 1.55748 0.3 -0.2 -0.1 -0.551
C -2.82222 -2.00330 0.87789 0.0 0.1 0.0 -0.150
C -1.95355 -0.69842 2.84274 0.0 0.1 -0.1 -0.148
C -2.06763 2.42779 1.77695 0.1 0.1 -0.2 -0.563
C -3.46007 2.59707 2.37162 0.0 -0.1 0.0 -0.156
C -1.50796 3.76340 1.28153 -0.1 -0.1 0.1 -0.161
H -5.05668 0.51211 -2.36957 0.1 0.0 0.0 0.068
H -4.12094 -0.71071 -1.49855 0.0 0.1 -0.1 0.044
H -3.30682 0.38688 -2.61782 -0.1 0.0 0.0 0.051
H -4.64610 1.22530 0.01700 0.1 0.0 0.0 0.073
H -3.03751 2.90953 -1.98905 -0.1 0.0 0.0 0.066
H -3.82869 3.51002 -0.52635 0.0 -0.1 -0.1 0.037
H -4.80484 2.92688 -1.88079 0.1 0.0 0.0 0.068
H -3.80699 -0.31958 1.78243 0.0 0.1 0.0 0.066
H -1.81949 -2.30309 0.57218 0.0 0.0 0.0 0.045
H -3.45703 -2.00320 -0.01293 0.1 0.0 0.1 0.047
H -3.20997 -2.76736 1.56566 0.0 0.0 0.0 0.074
H -0.88169 -0.74522 2.61626 -0.1 0.0 0.1 0.051
H -2.20896 -1.59167 3.42657 0.0 0.0 0.0 0.073
H -2.11663 0.17763 3.47850 0.0 -0.1 0.0 0.056
H -1.38742 2.04809 2.54607 0.0 0.0 -0.1 0.055
H -4.16252 3.00555 1.63593 0.1 0.0 0.1 0.058
H -3.43476 3.29134 3.22301 0.0 0.0 -0.1 0.071
H -3.86866 1.64825 2.73148 0.0 0.1 0.0 0.052
H -2.11819 4.18633 0.47678 0.1 0.0 0.1 0.052
H -0.49719 3.64428 0.89853 0.1 0.0 0.0 0.021
H -1.47717 4.50205 2.09531 0.0 0.0 -0.1 0.071
O 0.66454 -0.94776 -0.16028 0.2 -0.9 0.2 -0.345
C 1.15025 -2.23863 -0.17317 -0.2 0.5 -0.3 -0.594
C 0.99042 -2.94813 1.18600 -0.1 0.1 -0.1 -0.475
C 0.23758 -4.03943 1.51953 0.0 0.0 0.0 -0.149
C 0.30643 -4.37185 2.90469 0.0 -0.1 -0.1 -0.196
C 1.11934 -3.52551 3.59478 0.0 0.1 0.0 -0.424
S 1.78683 -2.32091 2.57970 0.0 0.1 0.0 1.044
C 0.34672 -2.99176 -1.26183 0.2 -0.2 0.1 -0.444
C -0.67472 -2.46555 -1.98824 -0.2 -0.1 -0.1 -0.160
C -1.18514 -3.35535 -2.98275 -0.1 0.1 0.0 -0.194
C -0.53436 -4.54802 -2.99928 0.1 -0.1 0.0 -0.433
S 0.70884 -4.59173 -1.81413 0.0 0.0 0.0 1.020
C 2.62938 -2.32557 -0.61705 -0.1 -0.1 0.2 -0.486
C 3.25344 -1.51963 -1.51256 0.1 0.0 0.0 -0.173
C 4.60221 -1.89658 -1.77482 0.0 0.1 -0.1 -0.190
C 4.97788 -2.99990 -1.07423 0.0 -0.1 0.1 -0.426
S 3.70010 -3.56673 -0.07989 0.0 0.0 0.0 1.010
H -0.35942 -4.58439 0.79859 0.1 0.1 0.1 0.092
H -0.22268 -5.20381 3.35730 0.0 0.1 -0.1 0.092
H 1.34182 -3.52988 4.65361 0.0 0.0 -0.1 0.056
H -1.04275 -1.46677 -1.79840 0.1 0.0 0.0 0.055
H -1.99770 -3.10430 -3.65662 0.1 0.0 0.1 0.094
H -0.70256 -5.40425 -3.63716 0.0 0.1 0.0 0.051
H 2.75601 -0.66196 -1.93216 -0.1 0.1 -0.1 0.075
H 5.26181 -1.35624 -2.44577 -0.1 -0.1 0.1 0.097
H 5.93700 -3.49988 -1.05847 -0.1 0.1 0.0 0.054
```
Forces are in eV/Å.

The total charge is -1. The electronic energy comes out at -195291.519 eV. The value obtained for the relative energy (zero: lowest compared OMol25 entry of this formula, charge and spin) is 78.0 kJ/mol. The calculation puts the frontier orbital gap at 6.95 eV.